Record 1
Below is C21H37Br14ClO4P2 as an isolated structure, with properties calculated with ωB97M-V with the def2-TZVPD basis set.

Total charge ... 0
LUMO energy ... -1.47 eV
2S+1 ... 1

Each line ends with the Löwdin charge.
Geometry (Å):
C1 1.52767 -1.14387 6.24667  -0.192
C2 2.11868 -0.74690 4.80205  -0.453
P1 1.73137 1.08002 4.44657  0.940
C3 2.48320 1.53610 2.73180  -0.317
C4 -0.12374 1.39252 4.24535  -0.257
C5 -1.17549 0.67521 3.58835  -0.229
P2 -1.00248 -0.98040 2.67820  0.397
O1 -0.66123 -2.17854 3.92524  -0.399
Cl1 0.71462 -1.03699 1.43442  0.253
C6 -2.45900 1.61666 3.82885  -0.324
O2 -3.44334 1.60442 3.04786  0.040
O3 -2.19431 2.40926 4.98579  0.065
C7 -0.77322 2.71773 4.90876  -0.305
O4 -0.20557 3.76330 5.30761  0.100
H1 1.90502 -0.36802 7.00942  0.069
H2 1.90536 -2.16976 6.57991  0.077
H3 0.37807 -1.05895 6.24747  0.062
H4 3.27463 -0.80354 4.90226  0.093
H5 1.83664 -1.46923 3.96230  0.030
H6 1.66948 2.09786 2.14826  0.047
H7 3.39948 2.21745 2.85836  0.041
H8 2.85748 0.58967 2.18157  -0.010
H9 -1.54552 -2.37161 4.31560  0.043
Br1 4.55724 -0.98651 -0.16486  0.587
C8 2.99621 -1.69060 -1.09611  -0.704
C9 3.21332 -1.71348 -2.58799  -0.692
Br2 3.03241 0.06876 -3.35535  0.613
H10 2.14388 -1.08236 -0.79309  -0.007
H11 2.86886 -2.70418 -0.71079  0.046
H12 2.44541 -2.31376 -3.07948  0.062
H13 4.19736 -2.08540 -2.87564  0.004
Br3 -2.52952 1.38944 -2.36245  0.613
C10 -3.64811 -0.03275 -1.63745  -0.709
C11 -3.65769 -0.00618 -0.12796  -0.638
Br4 -2.00354 -0.75041 0.60960  0.710
H14 -3.27686 -0.97134 -2.05070  0.055
H15 -4.64698 0.16229 -2.03194  0.021
H16 -4.45271 -0.64215 0.26294  -0.025
H17 -3.76572 0.99707 0.28582  0.056
Br5 6.85033 -3.24412 -2.02435  0.617
C12 6.78615 -5.08584 -2.65688  -0.684
C13 5.39743 -5.45780 -3.11409  -0.689
Br6 4.21972 -5.79617 -1.59752  0.609
H18 7.15727 -5.71390 -1.84648  0.053
H19 7.48865 -5.12505 -3.49142  0.058
H20 5.41452 -6.39401 -3.67471  0.058
H21 4.92178 -4.68604 -3.71990  0.047
Br7 4.14796 3.59816 -5.46592  0.625
C14 4.49197 4.78168 -3.95586  -0.685
C15 4.24072 4.08248 -2.64298  -0.693
Br8 2.33277 3.94358 -2.26984  0.587
H22 3.87222 5.66734 -4.09861  0.052
H23 5.54325 5.06072 -4.04768  0.059
H24 4.65080 4.66189 -1.81396  0.058
H25 4.64607 3.07054 -2.60786  0.043
Br9 -6.10435 -0.36359 2.61815  0.664
C16 -7.68965 -1.29374 1.96840  -0.680
C17 -7.36442 -2.16742 0.78199  -0.670
Br10 -7.15893 -1.10760 -0.84189  0.657
H26 -8.43903 -0.53148 1.75119  0.008
H27 -8.02836 -1.90007 2.81057  0.061
H28 -8.18739 -2.85247 0.57123  0.059
H29 -6.44490 -2.74003 0.90671  0.055
Br11 6.38946 -0.48506 -5.89291  0.584
C18 4.85620 -0.00299 -6.99467  -0.709
C19 5.16748 -0.15332 -8.46303  -0.696
Br12 6.26314 1.32410 -9.10864  0.597
H30 4.57067 1.01141 -6.71530  -0.012
H31 4.06457 -0.69301 -6.69676  0.051
H32 4.25272 -0.10887 -9.05668  0.058
H33 5.70319 -1.07321 -8.69858  0.050
Br13 -9.35450 2.31399 1.08546  0.615
C20 -8.97641 3.51317 2.57468  -0.685
C21 -9.19557 2.82678 3.89995  -0.697
Br14 -11.09430 2.68949 4.32033  0.599
H34 -9.60001 4.39698 2.43733  0.052
H35 -7.92785 3.79206 2.45540  0.061
H36 -8.76654 3.41459 4.71318  0.060
H37 -8.78812 1.81605 3.93475  0.040

Cartesian forces (eV/Å) of the 3 atoms listed first:
C 0.0 0.8 -0.1
C 0.2 -0.9 0.1
P 0.8 0.6 0.2



Record 2
Below is a 3-piece molecular cluster, C21H37Br2ClI2O9 overall, with properties calculated with ωB97M-V with the def2-TZVPD basis set.

Total charge ... 0
LUMO energy ... -0.47 eV
2S+1 ... 1

Each line ends with the Löwdin charge.
Geometry (Å):
C1 -7.65799 -0.91668 -4.59924  -0.123
C2 -7.33112 -1.29819 -3.19552  -0.741
Br1 -8.66151 -0.89575 -1.91905  0.776
C3 -6.19866 -1.90445 -2.87554  -0.634
Br2 -5.88566 -2.41459 -1.05162  0.809
C4 -5.08957 -2.32400 -3.77605  -0.329
O1 -5.42786 -3.06947 -4.94869  0.052
C5 -4.16932 -3.45183 -5.37261  -0.514
O2 -3.88241 -4.52021 -5.85104  0.183
O3 -3.31003 -2.43326 -5.09636  -0.002
C6 -4.03944 -1.39329 -4.38866  -0.703
Cl1 -4.61812 -0.39473 -5.76295  0.742
C7 -2.99442 -0.75436 -3.43231  -0.647
I1 -1.79808 0.76649 -4.44781  0.807
C8 -3.63638 -0.11924 -2.16938  -0.822
C9 -2.66426 -0.34328 -1.02381  -0.200
I2 -3.90164 2.03041 -2.27869  0.771
H1 -7.48671 -1.74941 -5.26431  0.086
H2 -8.67608 -0.57971 -4.70773  0.065
H3 -7.02392 -0.09403 -4.88041  0.041
H4 -4.50181 -3.01361 -3.17799  0.133
H5 -2.22251 -1.45939 -3.19191  0.075
H6 -4.61506 -0.49298 -1.94018  -0.030
H7 -3.03995 0.06465 -0.10119  0.066
H8 -2.51526 -1.41479 -0.93186  0.074
H9 -1.72614 0.11508 -1.29769  0.056
C10 2.51060 -0.91471 2.14829  -0.108
O4 2.19673 -2.24624 1.78515  -0.191
C11 0.81831 -2.55531 1.76472  -0.197
C12 0.33869 -3.12305 0.44062  -0.179
O5 0.42435 -2.26981 -0.68918  -0.133
C13 1.69980 -1.88948 -1.18523  -0.176
C14 2.58885 -2.99678 -1.71776  -0.194
O6 3.03448 -3.88977 -0.71427  -0.191
C15 2.85827 -5.26368 -0.99133  -0.111
H10 2.67977 -0.83993 3.22672  0.086
H11 3.43223 -0.63678 1.63647  0.088
H12 1.72931 -0.21151 1.84806  0.086
H13 0.21495 -1.67991 2.02646  0.121
H14 0.64050 -3.32261 2.52898  0.127
H15 -0.73135 -3.31726 0.56292  0.124
H16 0.79327 -4.09270 0.23271  0.108
H17 2.23213 -1.27576 -0.45718  0.108
H18 1.48167 -1.23270 -2.03205  0.127
H19 3.47538 -2.52683 -2.16131  0.128
H20 2.05983 -3.53133 -2.51411  0.122
H21 2.05260 -5.44386 -1.70783  0.086
H22 2.60809 -5.76792 -0.05586  0.086
H23 3.78757 -5.69511 -1.37551  0.086
C16 6.21180 5.05800 3.60937  -0.113
O7 4.86965 5.24139 3.20793  -0.192
C17 4.48896 4.54622 2.03601  -0.195
C18 3.27621 3.65197 2.22204  -0.180
O8 3.41176 2.56676 3.12451  -0.126
C19 3.56980 2.82189 4.51121  -0.179
C20 2.42209 3.51677 5.21892  -0.195
O9 2.23401 4.85578 4.80143  -0.192
C21 0.91323 5.21047 4.44762  -0.111
H24 6.85108 5.83476 3.17759  0.087
H25 6.25104 5.14479 4.69598  0.087
H26 6.59330 4.07184 3.33071  0.087
H27 5.32156 3.95571 1.64092  0.121
H28 4.22456 5.29601 1.28001  0.127
H29 3.09177 3.18407 1.25072  0.128
H30 2.38116 4.23485 2.44442  0.108
H31 4.51515 3.32999 4.70792  0.108
H32 3.65969 1.83118 4.96496  0.127
H33 2.65348 3.53330 6.29131  0.127
H34 1.50749 2.92950 5.08296  0.121
H35 0.31860 4.34645 4.13971  0.085
H36 0.96349 5.91078 3.61169  0.086
H37 0.41794 5.71113 5.28515  0.086

Cartesian forces (eV/Å) of the 3 atoms listed first:
C -0.2 0.2 0.1
C -0.4 0.0 -0.2
Br 0.1 0.0 -0.1



Record 3
Below is a 3-piece molecular cluster, C21H37F4N6O7S2 overall, with properties calculated with ωB97M-V with the def2-TZVPD basis set.

Total charge ... +1
LUMO energy ... -2.87 eV
2S+1 ... 1

Each line ends with the Löwdin charge.
Geometry (Å):
C1 3.57250 -0.35082 -2.39622  -0.067
C2 2.26190 -0.73490 -3.06504  -0.231
N1 1.34114 -1.40167 -2.12919  -0.122
C3 0.08791 -1.81173 -2.75369  -0.129
C4 -1.17504 -1.47851 -1.92760  -0.055
N2 -1.93013 -0.31235 -2.41134  0.083
C5 -2.87536 -0.35645 -3.34425  -0.237
C6 -3.35113 -1.55923 -4.07086  -0.071
C7 -4.85842 -1.78865 -3.84404  -0.057
C8 -5.22001 -2.66577 -2.67114  -0.509
O1 -6.34381 -2.98427 -2.42091  0.145
O2 -4.15483 -3.06384 -1.92810  0.092
N3 -3.39986 0.84090 -3.58625  0.221
C9 -2.77874 1.68293 -2.77509  -0.277
N4 -3.10206 2.97864 -2.77103  0.038
N5 -2.57254 3.93026 -1.88895  0.072
N6 -1.83783 1.03454 -2.02656  0.185
C10 -0.89781 1.58479 -1.04182  -0.458
F1 -0.22575 2.57124 -1.61591  0.175
F2 -0.02902 0.64770 -0.71500  0.172
C11 -1.62952 2.05626 0.24722  -0.311
F3 -1.71269 0.99433 1.06647  0.115
F4 -0.91375 3.01677 0.83192  0.125
C12 1.97720 -2.50103 -1.43152  -0.476
C13 1.93103 -2.40660 0.05646  0.035
O3 2.49896 -3.40714 -2.02647  0.133
H1 3.38786 0.00398 -1.38317  0.077
H2 4.02987 0.47612 -2.93542  0.079
H3 4.28421 -1.17185 -2.37713  0.082
H4 2.44289 -1.33924 -3.95870  0.123
H5 1.76637 0.18960 -3.36986  0.112
H6 0.09925 -2.89022 -2.93242  0.133
H7 0.01686 -1.33176 -3.73022  0.128
H8 -1.85697 -2.32024 -1.97487  0.106
H9 -0.90520 -1.36435 -0.88680  0.118
H10 -2.80270 -2.45264 -3.80018  0.115
H11 -3.20334 -1.35317 -5.12972  0.142
H12 -5.39782 -0.85136 -3.73576  0.130
H13 -5.26967 -2.28258 -4.72229  0.139
H14 -4.48956 -3.35642 -1.06695  0.140
H15 -3.79643 3.24668 -3.45321  0.167
H16 -3.25301 4.11357 -1.15589  0.104
H17 -2.44940 4.80400 -2.38686  0.116
H18 -2.63902 2.40575 0.04334  0.147
H19 2.43212 -1.49273 0.37442  0.097
H20 0.89060 -2.29414 0.36884  0.088
H21 2.39881 -3.26382 0.51763  0.060
C14 -1.08602 5.60061 4.49347  -0.217
C15 -1.24942 5.68300 2.96836  -0.220
C16 -2.34634 6.71635 2.68321  -0.226
S1 -2.31399 7.87877 4.05983  0.658
O4 -3.55603 7.76312 4.77669  -0.313
O5 -1.84050 9.15580 3.59957  -0.316
C17 -1.02988 7.04296 4.98688  -0.227
H22 -0.19086 5.04922 4.77610  0.116
H23 -1.94665 5.09278 4.93363  0.120
H24 -0.30939 6.00785 2.51809  0.119
H25 -1.50203 4.71676 2.53736  0.087
H26 -2.17800 7.27332 1.76471  0.098
H27 -3.33801 6.26749 2.66851  0.099
H28 -1.23428 7.15805 6.04834  0.110
H29 -0.08356 7.51921 4.73266  0.109
C18 5.50392 -6.26822 3.49203  -0.217
C19 5.37590 -6.36479 1.96484  -0.209
C20 4.21243 -5.45689 1.54412  -0.224
S2 4.12889 -4.15543 2.78591  0.648
O6 2.87726 -4.27142 3.49229  -0.323
O7 4.51928 -2.89703 2.19719  -0.334
C21 5.44333 -4.78054 3.82461  -0.228
H30 6.42937 -6.71538 3.84992  0.117
H31 4.67215 -6.78943 3.97000  0.121
H32 6.30005 -6.01967 1.49828  0.118
H33 5.20688 -7.38905 1.63777  0.115
H34 4.36647 -4.99716 0.57051  0.099
H35 3.25877 -5.98109 1.56171  0.105
H36 5.20354 -4.56421 4.86279  0.110
H37 6.35862 -4.26550 3.53478  0.109

Cartesian forces (eV/Å) of the 3 atoms listed first:
C 0.0 0.1 -0.1
C 0.0 0.2 0.1
N -0.1 0.2 0.0



Question: Which value of 2S+1 does entry 2 give?
Answer: 1



Question: total charge of number 3 (C21H37F4N6O7S2)?
Answer: +1